Density functional theory data (ωB97M-V with the def2-TZVPD basis set) for a structure of composition C35H44N2P2Pt.

## Properties
Max |F|, eV/Å: 0.77
Frontier orbital gap, eV: 7.21
Molecular weight, g mol⁻¹: 749.8
Lowest unoccupied orbital energy, eV: 0.3
Relative energy (zero: lowest compared OMol25 entry of this formula, charge and spin), eV: 0.9042

```
84
C35H44N2P2Pt | OMol25 | ωB97M-V with the def2-TZVPD basis set
Pt 0.379 -0.021 0.207
P 0.067 -2.124 -0.529
P -0.045 2.263 -0.151
N -2.255 -1.480 9.737
N 1.170 0.253 -1.703
C -0.138 -0.277 2.096
C 1.372 -3.272 -2.778
C -0.111 -1.549 5.424
C 2.293 -4.431 -4.818
C 0.307 -3.731 0.351
C 1.959 -3.193 -4.031
C 2.075 3.801 -1.286
C -1.572 -1.089 7.276
C -0.458 -0.446 3.255
C -0.135 3.568 1.157
C 3.139 1.556 -2.479
C 3.272 3.928 -1.981
C -2.682 -1.975 -0.005
C 1.386 -0.845 -2.516
C -0.496 -4.924 -0.172
C -2.301 -0.205 6.482
C -1.681 -1.984 -1.160
C 3.795 2.774 -2.552
C -1.933 0.004 5.168
C 1.904 1.435 -1.834
C 1.885 -0.774 -3.828
C -1.481 3.594 -2.224
C -0.558 4.972 0.724
C 2.167 -1.917 -4.551
C -2.810 2.199 -0.566
C 0.095 -3.575 1.858
C -1.482 2.376 -1.303
C 1.048 -2.136 -2.042
C 3.998 5.244 -2.051
C -0.834 -0.664 4.615
C -1.951 -1.307 8.641
C -1.021 3.119 2.322
C -0.474 -1.760 6.740
C -2.102 -2.936 -2.278
C 1.409 2.589 -1.184
H -1.648 -0.977 -1.591
H 1.372 -3.926 0.180
H 0.904 3.594 1.506
H -0.781 2.112 2.650
H 3.090 -4.237 -5.537
H -2.374 -1.291 0.788
H -0.477 5.643 1.581
H -1.554 -4.808 0.063
H 3.298 6.081 -2.064
H -0.883 3.802 3.163
H -1.345 -3.008 -3.060
H -0.544 3.675 -2.776
H -2.293 3.497 -2.948
H -0.957 -3.408 2.094
H 1.674 4.675 -0.791
H 4.612 5.307 -2.950
H -2.076 3.154 2.043
H 0.089 -2.444 7.361
H -3.019 -2.557 -2.736
H 2.623 -5.238 -4.163
H -3.608 1.988 -1.280
H -1.640 4.522 -1.678
H 4.753 2.820 -3.057
H 1.153 -4.251 -2.370
H -1.602 4.980 0.410
H 2.575 -1.813 -5.550
H -3.152 0.313 6.903
H -3.085 3.107 -0.026
H 0.742 -2.064 5.006
H 4.658 5.380 -1.191
H 3.612 0.683 -2.903
H -2.497 0.689 4.549
H -2.766 1.375 0.151
H -2.793 -2.970 0.430
H 0.039 5.389 -0.084
H 1.428 -4.795 -5.378
H 0.409 -4.492 2.360
H 0.658 -2.734 2.262
H -0.150 -5.829 0.331
H -3.666 -1.668 -0.368
H -0.404 -5.079 -1.244
H -1.317 1.491 -1.926
H 2.060 0.190 -4.285
H -2.317 -3.937 -1.907
```